Entry from the OMol25 dataset: a 2-piece molecular cluster, C6H16N2O overall in a non-equilibrium geometry (wB97M-V/def2-TZVPD).

Output
gap between HOMO and LUMO: 0.336 Ha
E_LUMO: 0.8 eV
energy above the lowest of the compared OMol25 structures with the same formula, charge and spin: 3.901 eV
electronic energy: -11506.1539 eV
multiplicity: 1
E_HOMO: -8.3 eV

Last column: natural (NBO) charge in e.
Positions of all 25 atoms, in Å:
O 3.577 -0.387 -0.369  -0.618
N 1.001 -0.482 0.693  -0.452
N 0.328 0.333 -0.283  -0.289
C -1.308 0.300 -0.033  -0.041
C -1.953 1.276 -1.000  -0.628
C 0.727 -0.145 2.077  -0.430
C -1.983 -1.066 -0.075  -0.649
C 0.621 -0.205 -1.609  -0.454
C 2.971 0.388 0.329  0.260
H 3.186 0.439 1.417  0.100
H 1.696 -0.289 -1.735  0.244
H -3.039 -0.981 0.185  0.226
H 0.196 -1.203 -1.772  0.168
H -2.990 1.459 -0.716  0.216
H 0.257 0.490 -2.359  0.211
H -1.393 0.714 0.974  0.192
H 2.072 1.124 -0.135  0.143
H -1.529 -1.768 0.624  0.208
H -1.928 -1.502 -1.074  0.210
H 1.438 -0.677 2.707  0.215
H -1.419 2.222 -0.989  0.225
H 0.880 0.924 2.230  0.209
H -1.969 0.874 -2.012  0.204
H 0.851 -1.479 0.513  0.351
H -0.292 -0.360 2.413  0.180